# C20H41IrN2OP3

A molecular structure, C20H41IrN2OP3 at a distorted geometry (ωB97M-V/def2-TZVPD, the Open Molecules 2025 dataset).

Computed properties:
- ΔE to the lowest compared entry with this formula, charge and spin (kJ/mol) = 156.7
- total energy (eV) = -57092.20939
- F_max (Eh/bohr) = 0.0777
- multiplicity = 6
- net charge = +4

Each line ends with the Mulliken charge.
Geometry (Å):
Ir1 -0.052 0.231 0.943  1.232
P1 -1.845 -1.280 0.814  0.342
P2 1.181 -0.505 2.788  1.165
P3 1.245 -1.028 -0.401  1.015
H1 0.457 2.659 -0.072  0.650
C1 0.172 1.690 -0.496  -1.326
C2 -1.205 1.246 -0.452  -0.558
H2 -1.967 1.910 -0.028  0.589
C3 -3.494 -0.534 1.032  -1.212
C4 -1.767 -2.604 2.059  -1.252
C5 -2.031 -2.099 -0.817  -1.247
C6 2.542 0.696 3.037  -1.371
C7 0.255 -0.495 4.367  -1.052
C8 2.050 -2.117 2.895  -1.442
C9 0.972 -0.945 -2.221  -1.476
C10 1.288 -2.844 -0.150  -1.468
C11 2.983 -0.460 -0.269  -1.256
H3 0.719 1.457 -1.419  0.143
H4 -1.603 0.632 -1.275  0.313
H5 -3.611 0.362 0.412  0.343
H6 -3.660 -0.270 2.084  0.435
H7 -4.249 -1.277 0.735  0.523
H8 -1.948 -2.189 3.060  0.322
H9 -0.804 -3.130 2.064  0.290
H10 -2.563 -3.325 1.828  0.554
H11 -2.092 -1.373 -1.637  0.198
H12 -2.973 -2.662 -0.788  0.611
H13 -1.209 -2.797 -1.015  0.383
H14 3.403 0.183 3.487  0.481
H15 2.211 1.496 3.708  0.474
H16 2.851 1.142 2.085  0.266
H17 0.792 -1.119 5.097  0.520
H18 -0.756 -0.895 4.235  0.180
H19 0.181 0.524 4.765  0.387
H20 2.907 -2.162 2.214  0.394
H21 1.373 -2.947 2.669  0.341
H22 2.409 -2.238 3.928  0.600
H23 1.585 -1.736 -2.685  0.645
H24 1.295 0.019 -2.632  0.372
H25 -0.080 -1.105 -2.490  0.249
H26 1.235 -3.318 -1.139  0.562
H27 0.453 -3.215 0.458  0.269
H28 2.232 -3.130 0.328  0.505
H29 3.475 -0.684 -1.227  0.492
H30 3.520 -0.971 0.538  0.419
H31 3.030 0.623 -0.100  0.388
C12 -1.059 1.011 -4.722  0.763
C13 -0.045 1.910 -4.320  -0.524
C14 1.181 1.870 -4.986  -0.645
C15 1.338 1.076 -6.130  -0.269
C16 0.272 0.304 -6.597  -0.531
C17 -0.925 0.249 -5.889  -0.331
O1 -2.135 0.742 -3.910  -0.483
H32 -2.299 1.497 -3.346  0.390
H33 -0.209 2.555 -3.457  0.638
H34 2.017 2.460 -4.602  0.500
H35 2.296 1.067 -6.656  0.485
H36 0.375 -0.270 -7.518  0.466
H37 -1.756 -0.384 -6.195  0.518
N1 -1.635 1.980 3.080  0.065
C18 -1.627 3.158 3.749  -0.285
C19 -0.487 3.831 3.352  -0.916
C20 0.159 3.014 2.423  -0.277
N2 -0.557 1.878 2.270  -0.203
H38 -2.332 1.237 3.151  0.121
H39 -2.406 3.410 4.444  0.507
H40 -0.136 4.788 3.685  0.499
H41 1.061 3.202 1.855  0.520

# C5H9NO

A single C5H9NO molecule at a distorted geometry (ωB97M-V/def2-TZVPD, the Open Molecules 2025 dataset).

Computed properties:
- ΔE to the lowest compared entry with this formula, charge and spin (kJ/mol) = 151.6
- total energy (eV) = -8867.64175
- F_max (Eh/bohr) = 0.0220
- structure (SMILES) = COC[C@@H](C)C#N

Each line ends with the Mulliken charge.
Geometry (Å):
C1 -2.241 -0.163 -1.081  -0.707
O1 -1.264 -0.372 -0.097  -0.303
C2 -0.378 0.689 0.145  -0.740
C3 0.788 0.014 0.869  0.643
C4 1.582 -0.982 0.017  -1.347
C5 1.731 1.010 1.392  0.105
N1 2.547 1.784 1.666  -0.459
H1 -2.623 -1.152 -1.350  0.239
H2 -1.810 0.307 -1.976  0.322
H3 -3.072 0.452 -0.713  0.267
H4 -0.815 1.455 0.807  0.361
H5 -0.065 1.187 -0.787  0.364
H6 0.274 -0.544 1.660  0.197
H7 2.362 -1.447 0.629  0.362
H8 0.912 -1.757 -0.357  0.357
H9 2.070 -0.480 -0.825  0.339

# C4H10BrF6MgO3PS4SbTe

A molecular structure, C4H10BrF6MgO3PS4SbTe at a distorted geometry (ωB97M-V/def2-TZVPD, the Open Molecules 2025 dataset).

Computed properties:
- ΔE to the lowest compared entry with this formula, charge and spin (kJ/mol) = 1431.7
- total energy (eV) = -168702.97468
- F_max (Eh/bohr) = 0.2895
- multiplicity = 2
- net charge = -2

Each line ends with the Mulliken charge.
Geometry (Å):
Mg1 0.763 -1.543 1.350  0.964
S1 -0.690 -1.311 3.410  -0.167
S2 -2.130 -0.454 2.728  0.155
S3 -2.791 -1.391 0.954  -0.153
S4 -1.018 -2.055 -0.616  -0.428
C1 -2.857 1.301 -2.466  -0.833
C2 -2.356 1.563 -0.938  -0.041
O1 -1.316 0.722 -0.563  0.136
P1 -0.469 1.424 0.895  0.157
O2 0.667 0.660 1.076  -0.372
Te1 -1.805 2.879 2.232  -0.120
O3 0.840 2.971 0.052  -0.569
C3 1.610 2.208 -0.694  0.189
C4 2.224 3.541 -1.542  -1.096
H1 -4.061 1.772 -2.702  0.271
H2 -3.333 -0.080 -2.270  0.098
H3 -1.977 1.159 -3.251  0.283
H4 -2.925 1.682 0.263  0.118
H5 -2.066 2.870 -1.374  0.083
H6 1.167 1.360 -1.658  0.046
H7 2.429 1.461 -0.213  0.080
H8 1.320 3.743 -2.153  0.296
H9 3.256 3.279 -2.569  0.201
H10 2.665 4.217 -0.752  0.292
F1 -0.408 -4.017 1.622  -0.537
Sb1 1.351 -4.402 1.264  2.456
F2 1.224 -5.609 2.735  -0.552
F3 0.851 -5.532 0.061  -0.508
F4 3.484 -5.109 0.840  -0.634
F5 1.308 -3.150 0.161  -0.450
F6 1.711 -3.107 2.770  -0.625
Br1 3.334 -1.050 1.349  -0.740

# C27H22N7Os

A molecular structure, C27H22N7Os at a distorted geometry (ωB97M-V/def2-TZVPD, the Open Molecules 2025 dataset).

Computed properties:
- total energy (eV) = -41226.80066
- F_max (Eh/bohr) = 0.0600
- net charge = +3

Each line ends with the Mulliken charge.
Geometry (Å):
Os1 0.759 -0.046 0.205  0.574
N1 -2.940 -2.266 -0.021  0.157
C1 -1.902 -1.562 -0.362  -0.139
N2 -0.943 -1.214 0.492  -0.507
C2 -1.030 -1.636 1.849  0.399
N3 -0.096 -1.376 2.716  -1.262
N4 0.923 -0.651 2.110  0.753
C3 1.983 -0.392 2.699  -0.087
C4 3.016 0.339 1.899  0.627
C5 4.222 0.680 2.404  -0.879
C6 5.149 1.350 1.582  -0.292
C7 4.806 1.658 0.286  -0.984
C8 3.553 1.286 -0.172  0.214
N5 2.684 0.628 0.610  -0.026
C9 -2.210 -2.361 2.261  0.731
C10 -2.419 -2.755 3.592  -0.471
C11 -3.560 -3.444 3.925  -0.869
C12 -4.507 -3.756 2.946  -0.462
C13 -4.320 -3.380 1.630  -0.946
C14 -3.171 -2.683 1.306  0.354
H1 -3.608 -2.523 -0.738  0.329
H2 -1.814 -1.269 -1.400  0.561
H3 2.127 -0.703 3.729  0.517
H4 4.458 0.427 3.430  0.500
H5 6.124 1.620 1.967  0.480
H6 5.491 2.171 -0.376  0.444
H7 3.234 1.499 -1.183  0.514
H8 -1.675 -2.513 4.339  0.500
H9 -3.726 -3.749 4.950  0.460
H10 -5.402 -4.301 3.219  0.446
H11 -5.056 -3.626 0.872  0.427
N6 -2.816 6.249 0.903  -0.266
C15 -2.216 5.266 0.818  -0.385
C16 -1.485 4.046 0.718  0.694
C17 -1.819 2.968 1.576  -1.114
C18 -1.155 1.782 1.451  0.059
C19 -0.134 1.642 0.454  0.809
C20 0.235 2.766 -0.355  -0.153
C21 -0.439 3.941 -0.232  -0.989
H12 -2.594 3.097 2.322  0.525
H13 -1.399 0.969 2.121  0.419
H14 1.044 2.691 -1.069  0.447
H15 -0.182 4.797 -0.844  0.532
C22 1.045 -0.669 -6.173  -1.457
C23 0.951 -0.480 -4.691  0.895
C24 1.817 -1.126 -3.809  -0.931
C25 1.703 -0.914 -2.456  -0.218
N7 0.768 -0.094 -1.913  0.053
C26 -0.086 0.521 -2.765  -0.252
C27 -0.016 0.356 -4.124  -0.866
H16 1.593 -1.572 -6.432  0.389
H17 1.574 0.180 -6.614  0.326
H18 0.057 -0.700 -6.631  0.410
H19 2.585 -1.796 -4.178  0.442
H20 2.376 -1.414 -1.768  0.492
H21 -0.836 1.160 -2.318  0.607
H22 -0.722 0.884 -4.754  0.470